Entry 1:
47
Properties=species:S:1:pos:R:3 method="wB97M-V/def2-TZVPD" de_lowest_ev=0.000 lumo_ev="-7.71 / -7.70" fmax_ev_per_a=1.46 e_homo_ev="-14.143 / -14.145" charge=+2 total_energy_ha=-11814.65278
Sb 4.2647 0.1993 1.4207
Tc -0.8533 0.0264 -0.0305
Se 2.3915 -0.6825 -1.6193
Se 1.3529 -1.8986 0.0883
Se 2.7125 -1.5214 2.2066
Se 4.5670 -0.8720 -1.0393
S -2.4551 1.4033 -0.5528
F -3.9004 3.2419 -2.4516
F -0.7943 -0.2662 -2.2544
F -1.7673 1.7827 -6.3795
F -0.3845 -0.0975 -4.9307
F -3.5503 3.4098 -5.1362
O 0.8167 1.1617 0.0810
O 2.5128 1.6043 1.4439
O -0.8416 0.7300 2.0337
N -1.9379 -1.6996 0.2494
N -3.3070 -3.1559 1.2095
C -3.0606 2.4278 -3.0599
C 0.8990 0.9853 3.6748
C 1.2762 1.4492 1.2104
C -2.7834 -1.9313 1.2529
C -2.2266 -5.4391 -1.4947
C -0.1046 3.0209 2.5339
C -1.4730 0.6470 -2.9919
C -1.9095 -2.8799 -0.4908
C -1.2514 0.7147 -4.3573
C -2.9526 -5.1003 -0.3708
C -1.3609 -4.5228 -2.1093
C -2.8799 2.5184 -4.4449
C 0.3032 1.5552 2.3878
C -2.7762 -3.8085 0.1159
C -1.9635 1.6751 -5.0951
C -1.1894 -3.2416 -1.6269
C -2.3427 1.4888 -2.3079
H -0.8129 -4.8267 -2.9868
H -0.5188 -2.5538 -2.1253
H 0.2299 1.1832 4.5070
H -1.6317 1.1851 2.3370
H -3.9806 -3.5375 1.8576
H -3.0351 -1.2119 2.0103
H 0.7737 3.6321 2.7383
H -2.3220 -6.4293 -1.9108
H -3.6198 -5.7998 0.1053
H 1.0392 -0.0879 3.5870
H -0.7912 3.1339 3.3709
H 1.8620 1.4478 3.8851
H -0.5840 3.3889 1.6262

***

Entry 2:
47
Properties=species:S:1:pos:R:3 method="wB97M-V/def2-TZVPD" de_lowest_ev=0.000 lumo_ev=2.47 fmax_ev_per_a=0.19 e_homo_ev=-4.496 charge=-1 total_energy_ha=-1953.43953
F 0.5181 -2.4652 2.6916
F 1.5307 -3.8888 1.4266
F -0.2810 -4.4560 2.4531
F 0.5959 -4.2433 -1.0854
F -1.0621 -5.1803 -0.0638
F -1.4185 -3.6014 -1.4987
O 3.7200 0.6311 2.7839
O -0.7908 1.7683 -0.4622
O -2.5963 0.0356 -0.5317
O 2.0920 -1.1303 -3.7209
O 0.4175 -0.2806 -2.5372
O 2.7762 2.0682 1.3544
O 0.0618 -1.7916 0.0934
N -3.0066 1.2249 -0.5193
N 2.4121 -0.0059 -0.4662
N -2.0525 2.0941 -0.4801
C 1.5094 -0.7598 -2.5514
C 3.6169 -1.4480 1.0167
C 0.3077 -3.4329 1.7864
C -0.6002 -3.9846 -0.5064
C 2.9178 -2.2593 -1.1070
C -2.4084 3.4680 -0.4382
C 2.3346 -1.0144 -1.3172
C -1.6868 5.7488 -0.2760
C 3.1375 0.9542 1.5993
C -0.5257 -2.8841 0.5897
C 3.0522 -0.2270 0.6771
C -1.3817 4.3957 -0.3229
C -3.7360 3.8884 -0.5087
C 3.5570 -2.4798 0.0948
C -4.0212 5.2416 -0.4611
C -3.0023 6.1811 -0.3446
C -1.9620 -2.6631 1.1041
Li -0.5977 -0.1406 -0.5103
H -0.8833 6.4695 -0.1844
H 2.9891 -1.4358 -3.5414
H 2.7923 -3.0515 -1.8324
H -4.5214 3.1538 -0.5996
H -5.0532 5.5663 -0.5169
H 4.0854 -1.5821 1.9796
H -3.2352 7.2380 -0.3086
H -2.5503 -2.2245 0.3020
H -0.3682 4.0258 -0.2701
H -2.4329 -3.5803 1.4595
H 3.7049 1.4456 3.3056
H -1.9222 -1.9358 1.9145
H 3.9673 -3.4521 0.3305